Entry 1
2 unconnected molecules or ions with the total composition C7H18NO, computed with wB97M-V/def2-TZVPD.

Calculated values
HOMO-LUMO gap in eV: 9.551
HOMO in eV: -12.6
Net charge: +1
Spin multiplicity: 1

Last columns: bonded neighbours and bond lengths (Å).
Geometry (Å):
1 C 1.5307 -2.0540 0.7244  C2 1.528, H9 1.086, H10 1.073, H11 1.091
2 C 1.0681 -1.2912 -0.5160  C1 1.528, C3 1.545, N8 1.501, H12 1.094
3 C -0.4534 -1.5502 -0.5891  C2 1.545, C4 1.561, H13 1.102, H14 1.097
4 C -1.3233 -1.1431 0.6411  C3 1.561, C7 1.516, H15 1.102, H16 1.105
5 C -2.7044 2.6181 0.5354  C6 1.467, H17 1.095, H18 1.102, H19 1.110
6 C -1.8490 1.4311 0.4288  C5 1.467, C7 1.317, H20 1.115
7 C -2.0880 0.1648 0.6990  C4 1.516, C6 1.317, H21 1.128
8 N 1.3509 0.1790 -0.4068  C2 1.501, H22 1.054, H23 1.043, H24 1.022
9 H 0.9616 -2.9712 0.8405  C1 1.086
10 H 1.2849 -1.5224 1.6239  C1 1.073
11 H 2.5562 -2.4258 0.6990  C1 1.091
12 H 1.5700 -1.6838 -1.4052  C2 1.094
13 H -0.9670 -1.1081 -1.4584  C3 1.102
14 H -0.6835 -2.6208 -0.6528  C3 1.097
15 H -0.7128 -1.0917 1.5570  C4 1.102
16 H -2.0100 -1.9917 0.8124  C4 1.105
17 H -3.7333 2.4255 0.8584  C5 1.095
18 H -2.4222 3.2762 1.3728  C5 1.102
19 H -2.7064 3.1953 -0.4129  C5 1.110
20 H -0.7763 1.6236 0.1947  C6 1.115
21 H -3.1324 -0.0751 1.0504  C7 1.128
22 H 2.0720 0.5959 -1.0519  N8 1.054
23 H 0.5220 0.7900 -0.5713  N8 1.043
24 H 1.6735 0.4270 0.5309  N8 1.022
25 H 3.9601 0.8605 -1.9988  O27 0.966
26 H 3.7165 2.4046 -1.6890  O27 0.972
27 O 3.2957 1.5375 -1.8165  H25 0.966, H26 0.972

Results of the Mulliken charge analysis, in e, for atoms 1 through 6: number 1, C, carries -1.535; number 2, C, carries 0.302; number 3, C, carries -0.982; number 4, C, carries -0.541; number 5, C, carries -1.330; number 6, C, carries -0.003

***

Entry 2
2 unconnected molecules or ions with the total composition C7H18NO, computed with wB97M-V/def2-TZVPD.

Calculated values
HOMO-LUMO gap in eV: 9.358
HOMO in eV: -13.5
Net charge: +1
Spin multiplicity: 1

Last columns: bonded neighbours and bond lengths (Å).
Geometry (Å):
1 C -1.3319 -1.5084 -0.4728  C7 1.527, H10 1.085, H11 1.084, H12 1.085
2 C -1.8209 0.0740 1.4364  C7 1.525, H13 1.088, H14 1.088, H15 1.087
3 C -2.5652 0.6430 -0.8980  C7 1.558, H16 1.086, H17 1.086, H18 1.087
4 C 2.1412 -0.3618 1.2782  N8 1.454, H19 1.086, H20 1.094, H21 1.090
5 C 2.9283 0.2096 -0.9488  N8 1.448, H22 1.087, H23 1.089, H24 1.095
6 C -0.3013 0.7730 -0.4284  C7 1.476, O9 1.284, H25 1.086
7 C -1.4643 -0.0497 -0.0410  C1 1.527, C2 1.525, C3 1.558, C6 1.476
8 N 1.8860 -0.4048 -0.1525  C4 1.454, C5 1.448, H26 1.016
9 O 0.0487 1.7685 0.3025  C6 1.284, H27 0.972
10 H -1.0135 -1.5949 -1.5060  C1 1.085
11 H -2.2914 -2.0014 -0.3666  C1 1.084
12 H -0.6215 -2.0299 0.1594  C1 1.085
13 H -1.8394 1.1160 1.7473  C2 1.088
14 H -1.1021 -0.4585 2.0564  C2 1.088
15 H -2.8056 -0.3520 1.6136  C2 1.087
16 H -2.3275 0.6395 -1.9577  C3 1.086
17 H -2.7299 1.6637 -0.5651  C3 1.086
18 H -3.4880 0.0865 -0.7580  C3 1.087
19 H 1.4088 -0.9728 1.7978  C4 1.086
20 H 3.1417 -0.7285 1.5279  C4 1.094
21 H 2.0590 0.6654 1.6338  C4 1.090
22 H 2.6892 0.1176 -2.0055  C5 1.087
23 H 3.0200 1.2625 -0.6852  C5 1.089
24 H 3.9001 -0.2630 -0.7738  C5 1.095
25 H 0.0503 0.6910 -1.4525  C6 1.086
26 H 1.7311 -1.3624 -0.4538  N8 1.016
27 H 0.6981 2.3775 -0.0874  O9 0.972

Results of the Mulliken charge analysis, in e, for atoms 1 through 6: number 1, C, carries -1.698; number 2, C, carries -1.541; number 3, C, carries -1.697; number 4, C, carries -0.932; number 5, C, carries -0.985; number 6, C, carries -0.354

***

Most stable: entry 1 (next structure +0.0053 hartree)